(1)
60
Properties=species:S:1:pos:R:3:nbo_charge:R:1 method="wB97M-V/def2-TZVPD" relative_energy_kj_mol=0.0 e_homo_ev=-5.5 total_charge=-1 lumo_ev=1.90
Bi 0.51579 -0.16456 0.29610 1.935
O -2.25597 -4.74789 -3.52741 -0.653
C -1.54596 -3.74403 -2.95960 0.340
C -0.40294 -3.97169 -2.20964 -0.285
C 0.20814 -2.89328 -1.60158 0.129
N -0.24869 -1.65276 -1.73212 -0.476
C -1.27479 -1.42617 -2.55113 0.095
C -1.96918 -2.43856 -3.17674 -0.254
C -1.57658 0.01357 -2.87668 0.799
O -2.18584 0.31848 -3.86912 -0.576
O -1.13191 0.93016 -2.00334 -0.633
C 1.46691 -3.07999 -0.75731 0.759
O 2.10753 -4.10766 -0.93670 -0.641
O 1.74156 -2.12228 0.06467 -0.831
H -1.87348 -5.58859 -3.26590 0.484
H 0.02124 -4.95985 -2.08312 0.248
H -2.81078 -2.21526 -3.82018 0.249
O -0.92690 3.78765 3.24343 -0.688
C -0.42194 2.84091 2.42326 0.766
O -0.13770 1.74016 2.78896 -0.527
C -0.29492 3.32970 1.01164 0.096
C -0.58641 4.63715 0.66514 -0.210
C -0.48579 5.00192 -0.67032 -0.159
C -0.15916 4.04847 -1.61335 -0.215
C 0.08858 2.75457 -1.18011 0.184
N 0.07574 2.42246 0.10382 -0.437
C 0.32497 1.55630 -2.11815 0.766
O 0.47237 1.93814 -3.45266 -0.721
O 1.23145 0.73526 -1.70875 -0.809
H -1.03216 3.37188 4.10669 0.502
H -0.90005 5.33885 1.42432 0.238
H -0.69024 6.02343 -0.97080 0.217
H -0.08784 4.28267 -2.66609 0.236
H -0.40519 2.02242 -3.84483 0.492
Cl 0.63061 -1.50274 2.93109 0.072
C 2.34792 -1.47342 3.22505 -0.083
C 2.80341 -2.39310 4.15446 -0.213
C 4.13859 -2.43275 4.50098 -0.226
C 5.01353 -1.53182 3.92071 -0.228
C 4.54952 -0.62008 2.98868 -0.081
Cl 5.71639 0.48613 2.32385 0.000
C 3.19981 -0.56313 2.57286 -0.082
S 2.76093 0.61332 1.33959 -0.326
H 2.09354 -3.08022 4.60023 0.224
H 4.49692 -3.16083 5.21910 0.212
H 6.06560 -1.52890 4.17586 0.221
Br -0.91329 -5.75260 1.05947 0.027
C -2.25239 -4.51097 1.59931 -0.086
C -3.34386 -4.98326 2.30725 -0.265
C -4.31932 -4.07409 2.70081 -0.212
C -4.19903 -2.73151 2.37394 -0.185
C -3.09112 -2.26818 1.67256 -0.120
C -2.10643 -3.16953 1.28633 -0.180
C -3.01188 -0.78050 1.33570 0.773
O -4.07812 -0.24314 1.01970 -0.694
O -1.84967 -0.24755 1.37017 -0.834
H -3.42594 -6.03536 2.54405 0.217
H -5.18101 -4.42569 3.25828 0.205
H -4.96817 -2.02020 2.64850 0.230
H -1.23050 -2.82419 0.75332 0.214

(2)
56
Properties=species:S:1:pos:R:3:nbo_charge:R:1 method="wB97M-V/def2-TZVPD" e_homo_ev=-7.4 lumo_ev=-2.70
Au 0.60490 0.33249 -0.86145 1.295
Br -0.25689 0.87858 -5.93280 0.076
C 1.38933 0.93938 -5.01909 -0.182
C 2.55212 1.28481 -5.70760 -0.206
C 3.75940 1.33662 -5.06020 -0.121
Br 5.31560 1.77508 -6.04898 0.046
C 3.84553 1.08985 -3.67362 -0.124
C 5.01777 1.22455 -2.89950 -0.106
C 4.97256 1.03481 -1.54375 -0.265
C 3.75570 0.69636 -0.94093 0.064
N 2.65943 0.54432 -1.64542 -0.450
C 2.65889 0.72652 -2.98893 0.161
C 1.39531 0.56716 -3.66829 0.329
O 0.36952 0.09863 -3.05836 -0.773
H 2.49319 1.51520 -6.76209 0.242
H 5.94490 1.48966 -3.38805 0.238
H 5.85546 1.15144 -0.93225 0.233
H 3.66698 0.54967 0.12854 0.223
S 0.61414 -2.15627 -0.49310 -0.396
P -1.16582 -1.78940 0.38453 1.137
S -1.75541 0.07551 -0.12471 -0.272
C -1.01015 -1.96966 2.18215 -0.337
C -1.12027 -3.24114 2.74167 -0.201
C -0.96217 -3.39942 4.10825 -0.213
C -0.69815 -2.29649 4.90957 -0.186
C -0.57351 -1.03509 4.34590 -0.195
C -0.72643 -0.86631 2.97818 -0.213
C -2.43251 -2.99111 -0.08468 -0.331
C -3.73611 -2.74501 0.34232 -0.207
C -4.72448 -3.67731 0.08130 -0.203
C -4.40996 -4.84847 -0.59720 -0.183
C -3.11412 -5.08390 -1.03063 -0.204
C -2.11768 -4.15182 -0.77728 -0.208
H -1.33239 -4.09665 2.11232 0.222
H -1.04807 -4.38425 4.54882 0.220
H -0.58947 -2.42366 5.97899 0.219
H -0.35357 -0.18002 4.97192 0.221
H -0.61012 0.10743 2.51687 0.254
H -3.96262 -1.82430 0.86831 0.224
H -5.74069 -3.49744 0.40658 0.224
H -5.18522 -5.57832 -0.79109 0.221
H -2.88008 -5.99391 -1.56709 0.224
H -1.10331 -4.30932 -1.12336 0.237
Br -2.45807 4.56213 4.54065 0.065
C -1.32337 4.71246 3.03316 -0.133
C -1.00578 5.96729 2.53335 0.019
N -0.19880 6.12875 1.49259 -0.396
C 0.29113 5.05151 0.89370 0.070
C 0.01149 3.75761 1.32118 -0.179
C -0.80957 3.58290 2.42586 -0.158
C 0.48453 2.56214 0.56539 0.760
O 0.53836 2.63251 -0.69422 -0.692
O 0.72477 1.49169 1.18458 -0.745
H -1.41925 6.86265 2.98237 0.206
H 0.94332 5.21812 0.04469 0.212
H -1.04029 2.59143 2.79093 0.239

(3)
54
Properties=species:S:1:pos:R:3:mulliken_spin:R:1 method="wB97M-V/def2-TZVPD" spin_multiplicity=3 relative_energy_kj_mol=4.3 e_homo_ev="-16.3 / -16.4" total_charge=+3 lumo_ev="-11.28 / -10.88"
W -1.15602 0.77375 -0.06528 2.227
Cl -0.53915 1.99891 -4.83060 -0.017
C -1.04473 0.49452 -4.23744 -0.039
C -1.37201 -0.54814 -5.12762 0.024
C -1.76745 -1.77829 -4.66697 -0.053
Cl -2.14562 -3.01575 -5.77038 -0.022
C -1.86162 -2.04289 -3.25859 -0.004
C -2.21181 -3.26554 -2.67330 0.020
C -2.23703 -3.37978 -1.29363 -0.016
C -1.92902 -2.28250 -0.50568 0.037
N -1.59971 -1.09259 -1.03103 -0.018
C -1.55626 -0.98172 -2.39442 0.044
C -1.14952 0.27391 -2.87425 -0.076
O -0.88882 1.18669 -1.92237 -0.176
H -1.30202 -0.36426 -6.19126 -0.001
H -2.45412 -4.11490 -3.29938 -0.002
H -2.49423 -4.31584 -0.81908 0.001
H -1.94127 -2.35273 0.57443 0.009
Br -5.54686 1.26432 5.83308 -0.001
C -4.12340 0.91415 4.67007 -0.003
C -2.94278 1.63937 4.78428 0.001
C -1.89100 1.38491 3.91967 -0.010
C -2.03428 0.40571 2.94289 -0.026
C -3.21259 -0.32156 2.82210 -0.011
C -4.25603 -0.07200 3.69507 0.009
N -0.95324 0.17711 2.01651 -0.058
C 0.20879 -0.16631 2.43916 0.040
C 1.28331 -0.19984 1.45794 0.082
C 2.56905 -0.59962 1.74605 0.010
C 3.52356 -0.57812 0.72928 0.028
C 3.14895 -0.15025 -0.53116 -0.002
C 1.83740 0.24344 -0.75510 0.043
N 0.91325 0.22060 0.21618 -0.045
H -2.84802 2.39682 5.55025 0.000
H -0.97164 1.95316 3.99912 -0.002
H -3.31368 -1.09693 2.07291 -0.002
H -5.17072 -0.64553 3.63312 0.000
H 0.39463 -0.38659 3.48738 -0.003
H 2.82643 -0.92022 2.74698 0.001
H 4.54104 -0.88710 0.92958 0.000
H 3.85697 -0.10955 -1.34716 0.000
H 1.51682 0.59693 -1.72588 0.003
Br -3.73077 1.32467 -0.15353 -0.007
C -3.99578 2.93805 0.87939 0.020
C -5.29921 3.19055 1.25844 0.005
C -5.56515 4.34196 1.98800 0.000
C -4.53571 5.20750 2.32897 0.001
C -3.22927 4.93612 1.94401 -0.004
C -2.95736 3.79183 1.21077 0.011
I -0.95876 3.49368 0.62477 -0.020
H -6.09867 2.51204 0.99169 -0.001
H -6.58259 4.55613 2.28485 0.000
H -4.74261 6.10412 2.89698 0.000
H -2.43596 5.62083 2.21496 0.000

(4)
60
Properties=species:S:1:pos:R:3:mulliken_spin:R:1 method="wB97M-V/def2-TZVPD" spin_multiplicity=2 relative_energy_kj_mol=94.3 e_homo_ev="-5.5 / -5.5" total_charge=-1 lumo_ev="0.63 / 0.19"
Ru -0.78502 -1.75868 -0.35420 1.065
O 5.78548 -1.67628 2.25680 0.000
C 5.56128 -1.69068 1.05900 0.001
O 6.25008 -1.71308 0.04750 0.000
C 4.02558 -1.66968 0.70260 0.002
C 3.60878 -1.74248 -0.64880 0.001
C 2.27408 -1.76268 -0.92390 -0.002
N 1.31978 -1.70858 0.03660 -0.077
C 1.73928 -1.63728 1.34230 0.001
C 3.06828 -1.61198 1.69900 -0.003
C 0.66818 -1.63798 2.42780 0.007
O 1.01538 -1.48638 3.59000 0.002
O -0.50742 -1.79288 1.99520 -0.033
H 4.34578 -1.78488 -1.43120 0.000
H 1.91318 -1.84078 -1.94250 0.007
H 3.31958 -1.55678 2.74580 0.000
O -2.00262 -0.91708 -2.30320 0.052
S -3.26442 -1.05028 -1.53780 0.008
O -4.39052 -1.50998 -2.29970 0.001
O -2.98842 -1.82878 -0.31460 -0.010
C -3.61602 0.62172 -1.00320 -0.026
C -4.85782 1.19012 -1.17430 -0.001
C -5.06742 2.50752 -0.78360 0.000
C -4.02722 3.23012 -0.20290 0.000
C -2.79492 2.64852 -0.00470 -0.003
C -2.56632 1.32982 -0.41930 0.024
P -0.91652 0.59452 -0.27480 -0.012
C 0.06848 1.45652 -1.53040 0.013
C 0.30738 2.83092 -1.50680 -0.002
C 1.12798 3.40282 -2.45960 0.001
C 1.71318 2.62122 -3.44450 -0.001
C 1.43868 1.26232 -3.50180 0.003
C 0.61458 0.68662 -2.55610 0.006
C -0.39762 1.24802 1.33260 -0.006
C 0.77228 1.95312 1.57650 -0.001
C 1.12268 2.26842 2.87840 0.000
C 0.33838 1.84252 3.93650 -0.001
C -0.81562 1.11142 3.69870 0.000
C -1.19052 0.82702 2.40170 0.001
H -5.64822 0.60162 -1.61470 0.000
H -6.03092 2.97292 -0.92380 0.000
H -4.18762 4.25332 0.10560 0.000
H -2.00392 3.19282 0.49070 0.000
H -0.14082 3.44632 -0.74180 0.000
H 1.32248 4.46532 -2.42980 0.000
H 2.37898 3.06902 -4.16700 0.000
H 1.87678 0.65422 -4.27950 0.000
H 0.35758 -0.36548 -2.60650 -0.002
H 1.40968 2.25102 0.75700 0.000
H 2.02218 2.83672 3.06640 0.000
H 0.63838 2.06092 4.95120 0.000
H -1.40322 0.74442 4.52620 0.000
H -2.07272 0.23302 2.19620 0.000
F -1.35302 -3.95838 -1.55360 0.022
C -0.76892 -3.77748 -0.30410 -0.037
F -1.66892 -4.25758 0.59060 0.002
C 0.45348 -4.69898 -0.28620 -0.005
F 1.20498 -4.52718 0.80610 0.001
F 0.16228 -6.01118 -0.34490 -0.001
F 1.24138 -4.44178 -1.34710 0.002